Entry 1
Below is a cluster of 15 separate species, C3H35O15 in total, with properties calculated with ωB97M-V/def2-TZVPD.

Geometry as XYZ:
```
53
Properties=species:S:1:pos:R:3:mulliken_charge:R:1
H -12.8760 33.0200 -15.6330 0.47
H -8.9220 31.3460 -21.1950 -0.18
H -9.0300 32.9240 -20.7900 0.62
H -6.8800 30.6140 -19.2870 0.31
H -10.7760 30.2700 -21.8110 0.24
H -10.5390 32.2240 -17.8670 -0.68
H -11.8340 30.4580 -18.4160 0.35
H -8.5270 30.5610 -15.1690 0.27
O -13.3840 33.8670 -15.6860 -0.70
H -9.8860 29.8470 -22.7680 0.35
O -10.7940 29.6890 -22.5710 -0.76
O -8.7200 28.7280 -20.7870 -0.62
C -9.2810 31.9480 -20.3790 -0.45
O -6.1830 30.6550 -19.9060 -0.61
H -12.4760 31.1320 -16.2430 0.46
O -12.0250 27.3890 -21.1680 -0.69
H -7.7960 33.8280 -19.3670 0.41
H -9.9140 30.1440 -18.6060 0.26
H -8.6900 31.7520 -19.4960 -0.23
H -13.3480 29.9340 -21.9100 0.33
O -9.2610 31.0180 -15.5550 -0.76
O -10.9230 27.3580 -18.6550 -0.73
O -12.0880 31.5310 -15.4720 -0.71
O -10.9770 30.4720 -19.8690 -0.92
H -6.0120 31.5540 -20.1850 0.31
O -12.4410 30.1060 -17.7040 -0.86
O -9.3240 29.7010 -17.9600 -0.75
H -11.1430 27.4690 -19.5750 0.40
C -11.0360 32.6480 -18.7320 -0.75
H -10.4090 28.1160 -18.4300 0.33
H -9.4370 33.4010 -17.1590 0.25
O -7.9650 30.0600 -23.3680 -0.56
H -8.1180 29.5120 -24.1440 0.25
C -10.7500 31.8640 -19.9950 0.97
H -10.5920 33.5790 -19.0260 0.82
H -12.6070 27.0530 -21.8360 0.32
H -11.7700 28.2110 -21.6130 0.26
H -9.2350 30.2320 -17.1770 0.44
H -8.0060 29.0950 -21.2670 0.36
H -12.5530 30.2440 -20.6910 0.27
H -12.1410 32.8980 -18.4890 0.06
H -14.1390 33.7390 -16.3070 0.28
O -7.2270 34.0180 -18.6710 -0.65
H -7.0970 30.3870 -23.4690 0.25
H -11.1440 31.5840 -15.4740 0.30
H -9.3020 29.4330 -20.5640 0.18
H -10.2130 34.1310 -15.9990 0.36
H -13.3850 30.2590 -17.9350 0.29
H -9.1240 31.9310 -15.6640 0.37
H -11.3900 32.3120 -20.7500 0.64
H -7.1160 33.2120 -18.1850 0.29
O -13.4800 30.1290 -20.9730 -0.74
O -9.4050 33.6470 -16.2580 -0.75
```

## Properties
Charge   -1
HOMO-LUMO gap   8.09 eV

=====

Entry 2
Below is a cluster of 15 separate species, C3H35O15 in total, with properties calculated with ωB97M-V/def2-TZVPD.

Geometry as XYZ:
```
53
Properties=species:S:1:pos:R:3:mulliken_charge:R:1
H 21.0730 -6.9890 13.1680 -0.01
O 19.8490 -3.7040 10.5070 -0.81
H 20.5370 -2.2800 11.2530 0.49
H 23.1550 -2.5890 13.1430 0.34
C 22.2970 -5.1220 12.2830 0.98
H 19.0870 -3.1940 13.4920 0.25
H 23.8060 -1.8850 11.0750 0.32
H 18.5000 -5.9540 13.4500 0.22
O 21.7200 -9.5210 11.4050 -0.62
C 23.6330 -5.9080 12.2930 -1.71
H 21.4280 -8.8600 12.0240 0.32
O 20.2300 -7.4000 16.1690 -0.71
O 19.3140 -7.4700 10.6780 -0.69
H 18.9810 -7.9990 11.3990 0.35
O 22.2490 -5.9590 9.3210 -0.83
H 19.7850 -5.4780 12.7660 0.18
H 23.6630 -6.5640 11.3820 0.20
H 23.7600 -4.8980 9.0910 0.47
H 21.0210 -4.0650 13.6480 0.14
H 25.0100 -5.1000 8.3100 0.25
H 18.8170 -1.8060 13.9590 0.33
H 24.3000 -2.8440 9.9700 0.31
O 23.4020 -1.7340 12.8560 -0.72
H 21.7740 -1.8110 12.0310 0.34
H 24.4870 -5.2710 12.3860 0.42
H 20.9880 -7.8820 14.3960 0.35
O 20.8770 -7.9170 13.4120 -0.81
H 22.6400 -3.9340 14.1580 0.84
H 20.3470 -4.4310 10.8990 0.43
H 23.6880 -6.5180 13.1950 0.31
O 18.8420 -5.2490 12.8950 -0.69
O 24.5880 -4.4660 8.8500 -0.67
H 22.3140 -4.3740 11.5080 0.74
O 23.7160 -2.1220 10.1450 -0.65
H 20.5180 -4.5190 17.9610 0.29
H 19.9830 -6.9170 11.0530 0.31
O 20.8850 -1.6020 11.8040 -0.69
O 21.1990 -5.9140 11.8550 -0.01
H 21.2240 -0.7310 15.3110 0.26
H 21.9470 -5.7950 10.2300 0.17
O 20.9410 -1.5310 15.7960 -0.66
H 21.0360 -4.2980 16.5530 0.31
H 19.5130 -7.1420 15.5270 0.32
H 20.4770 -6.5770 16.5460 0.40
H 22.3770 -6.8610 9.3710 0.36
C 21.9380 -4.6440 13.6800 -2.16
H 18.9260 -3.6910 10.7780 0.29
H 20.3580 -2.0040 15.1670 0.44
O 19.0010 -2.6890 14.3040 -0.70
H 22.6490 -9.3420 11.5960 0.31
H 21.8280 -5.4300 14.3710 0.54
O 20.4430 -4.8440 17.0630 -0.67
H 23.0740 -1.0740 13.4300 0.22
```

## Properties
Charge   -1
HOMO-LUMO gap   8.55 eV

=====

Most favorable structure: entry 2. The second most favorable one is 0.996 eV above it.

=====

Entry 1
Below is a cluster of 2 separate species, C3H10N3O in total, with properties calculated with ωB97M-V/def2-TZVPD.

Geometry as XYZ:
```
17
Properties=species:S:1:pos:R:3:mulliken_charge:R:1
C -1.9182 1.3611 0.4955 -0.80
N 0.9399 -0.1552 -0.4087 0.86
H 2.7708 -0.3479 0.8618 0.20
H 2.4612 -1.1366 -1.5196 -0.04
H -0.5314 -1.6982 -0.6174 0.37
N -0.7069 0.6815 0.7188 -0.55
H -1.8205 2.4570 0.5028 0.26
H 0.9804 -0.5002 -2.4093 0.21
H -2.4326 1.0750 -0.4476 0.32
H 0.8927 -0.5436 1.5135 0.37
H 1.6384 0.9908 1.3074 0.30
O -1.3158 -2.0990 -0.1697 -0.78
N -0.1941 0.4196 -0.5100 -0.61
C 1.6504 -0.3586 -1.6287 -0.82
H -2.5212 1.0858 1.3457 0.26
H -1.5561 -1.2265 0.0703 0.33
C 1.6631 -0.0052 0.8953 -0.91
```

## Properties
Charge   -1
HOMO-LUMO gap (alpha / beta)   5.50 / 5.50 eV

=====

Entry 2
Below is a cluster of 2 separate species, C3H10N3O in total, with properties calculated with ωB97M-V/def2-TZVPD.

Geometry as XYZ:
```
17
Properties=species:S:1:pos:R:3:mulliken_charge:R:1
O 0.8736 0.0847 1.1366 -0.88
H -1.3456 -2.0679 -2.0122 0.29
H 2.9513 1.1312 2.2722 0.25
H 0.7607 1.1717 2.8355 0.26
H 0.4202 2.0950 1.3208 0.25
H -0.0130 -2.9059 -0.1823 0.20
H 0.5955 -1.3632 0.1677 0.49
C 1.0219 1.2599 1.7536 -0.46
C -1.3954 -0.2078 -1.1568 -0.13
N 0.1974 -1.9988 -0.5621 -0.57
C -0.8945 -1.4377 -1.2416 -0.32
H -2.2235 0.7628 -2.7690 0.20
H -1.0404 0.5146 -0.4328 0.27
H -3.2172 0.6732 -1.4511 0.24
H 2.7779 1.7892 0.8007 0.27
N -2.5068 0.1968 -1.9828 -0.60
N 2.4211 1.8195 1.7462 -0.76
```

## Properties
Charge   -1
HOMO-LUMO gap   7.14 eV

=====

Most favorable structure: entry 2. The second most favorable one is 3.374 eV above it.

=====

Entry 1
Below is a structure of composition CH6OSi2, with properties calculated with ωB97M-V/def2-TZVPD.

Geometry as XYZ:
```
10
Properties=species:S:1:pos:R:3:mulliken_charge:R:1
H -0.2228 -0.5900 0.8413 -0.09
H 1.0926 0.5031 -0.7428 -0.24
H -3.1067 1.8649 -0.2080 -0.06
Si -0.2983 0.1269 -0.4335 0.42
H -0.5917 -0.8457 -1.4960 -0.09
H -1.3930 2.9138 -1.5644 -0.12
C -2.5278 -0.1690 -0.1255 0.17
Si -1.6242 2.0931 -0.3737 0.31
O -3.1964 -0.4774 -1.0065 -0.18
H -1.1623 2.8915 0.7604 -0.11
```

## Properties
HOMO-LUMO gap   9.77 eV

=====

Entry 2
Below is an isolated molecule of CH6OSi2, with properties calculated with ωB97M-V/def2-TZVPD.

Geometry as XYZ:
```
10
Properties=species:S:1:pos:R:3:mulliken_charge:R:1
H -1.5495 1.6349 -0.2984 0.23
Si -0.0610 -1.2054 0.1009 0.06
H 1.6341 1.2119 -0.7775 -0.12
Si 1.8907 -0.0493 -0.0644 0.31
O -1.4870 -0.3794 0.1364 -0.16
C -2.1437 0.7556 -0.0776 -0.31
H -3.2476 0.8793 -0.1909 0.27
H 2.8099 -0.8456 -0.8974 -0.11
H 2.6415 0.3249 1.1495 -0.11
H -0.4875 -2.3268 0.9194 -0.07
```

## Properties
HOMO-LUMO gap (alpha / beta)   7.79 / 7.00 eV

=====

Most favorable structure: entry 1. The second most favorable one is 0.548 eV above it.